16
Properties=species:S:1:pos:R:3:lowdin_charge:R:1 method="wB97M-V/def2-TZVPD" orbital_gap_ev="6.06 / 6.06" total_energy_ha=-602.13558 total_charge=+1
C 0.1880 0.6139 -0.1636 0.11
C 0.8530 -0.6128 -0.1536 -0.30
C -1.1379 0.8871 0.1271 -0.56
C 0.2581 -1.7896 0.1466 0.25
C 2.2842 -0.7072 -0.5149 -0.03
N -1.9335 -0.0698 -0.3603 -0.49
N -1.6187 2.0384 0.6214 0.11
I -3.8806 -0.1460 -0.2124 1.00
H 0.8808 1.5128 -0.2333 0.17
H -0.6582 -1.8263 0.6188 0.07
H 0.6304 -2.6881 -0.1118 0.08
H 2.7299 -1.5507 0.0881 0.12
H 2.6848 0.2280 -0.2592 0.06
H 2.3159 -0.8880 -1.6341 0.13
H -0.9933 2.5720 1.2773 0.14
H -2.6032 2.4261 0.7640 0.12